Entry 1:
13
Properties=species:S:1:pos:R:3 method="wB97M-V/def2-TZVPD" e_tot_ev=-9372.825 gap_ev=10.311 smiles=C#CC#CCO.O e_homo_ev=-9.77
C -1.44 -0.83 -0.51
C 0.01 -0.54 -0.49
C 1.17 -0.23 -0.43
C 2.47 0.22 -0.10
C 3.60 0.34 0.34
H -1.59 1.51 0.68
H -1.65 2.36 -0.58
H -1.23 -2.23 0.76
H -1.68 -1.49 -1.33
H -1.98 0.09 -0.49
H 4.55 0.44 0.84
O -2.17 2.09 0.17
O -1.74 -1.40 0.74

---

Entry 2:
13
Properties=species:S:1:pos:R:3 method="wB97M-V/def2-TZVPD" e_tot_ev=-9371.447 gap_ev="7.563 / 7.696" e_homo_ev="-7.68 / -7.40"
O 2.11 1.57 -1.41
C 1.98 0.84 -0.45
C 0.77 0.06 -0.21
O 0.66 -0.70 0.93
C -0.64 -1.03 0.98
C -1.55 0.02 0.45
C -0.62 0.14 -0.71
H 2.79 0.66 0.28
H 0.40 -0.76 -1.04
H -0.87 -1.88 1.61
H -2.52 -0.39 0.18
H -1.69 0.93 1.08
H -0.83 0.56 -1.69

---

Entry 3:
13
Properties=species:S:1:pos:R:3 method="wB97M-V/def2-TZVPD" e_tot_ev=-9375.000 gap_ev=11.189 smiles="C#C[C@@H](C)OC=O" e_homo_ev=-10.35
C -1.25 -1.12 0.02
C -0.17 -0.24 0.62
O 1.11 -0.85 0.35
C 2.06 -0.23 -0.37
O 3.12 -0.73 -0.58
C -0.33 1.14 0.13
C -0.61 2.25 -0.23
H -1.18 -1.12 -1.07
H -2.24 -0.74 0.30
H -1.14 -2.15 0.38
H -0.25 -0.22 1.71
H 1.75 0.77 -0.72
H -0.87 3.24 -0.54

---

Entry 4:
13
Properties=species:S:1:pos:R:3 method="wB97M-V/def2-TZVPD" e_tot_ev=-9372.658 gap_ev=8.198 smiles="C=C=C=O.C1CO1" e_homo_ev=-8.58
C 2.48 0.50 -1.31
C 2.45 -0.20 -0.18
C 2.09 -0.81 0.87
C -2.05 0.16 -0.38
C -2.06 -0.11 1.05
O 2.02 -1.45 1.85
O -0.87 -0.19 0.38
H 3.44 0.70 -1.85
H 1.54 1.00 -1.63
H -2.07 0.71 1.71
H -2.30 -0.53 -1.22
H -2.17 1.19 -0.71
H -2.49 -0.96 1.42

---

Entry 5:
13
Properties=species:S:1:pos:R:3 method="wB97M-V/def2-TZVPD" e_tot_ev=-9370.169 gap_ev="8.807 / 7.102" e_homo_ev="-9.49 / -8.97"
O -1.69 1.54 1.31
C -1.34 1.06 0.26
C -0.15 0.17 0.07
C 0.37 -1.25 0.86
C 0.91 0.02 1.10
C 0.14 -0.21 -1.35
O 1.22 -1.04 -1.31
H -1.87 1.32 -0.70
H 0.36 -2.17 0.33
H -0.81 -0.73 -1.58
H 1.89 -0.12 0.67
H 0.77 0.55 2.03
H 0.15 0.64 -2.06

---

Entry 6:
13
Properties=species:S:1:pos:R:3 method="wB97M-V/def2-TZVPD" e_tot_ev=-9375.248 gap_ev=11.358 smiles="C#C[C@@H](C)OC=O" e_homo_ev=-10.38
C -0.71 0.99 -0.65
C 0.33 0.10 0.02
O -0.37 -0.93 0.76
C -0.86 -0.55 1.94
O -0.68 0.52 2.46
C 1.21 -0.55 -0.94
C 1.93 -1.05 -1.76
H -0.23 1.85 -1.13
H -1.41 1.36 0.10
H -1.25 0.42 -1.41
H 0.92 0.69 0.74
H -1.46 -1.36 2.37
H 2.58 -1.49 -2.50

---

Entry 7:
13
Properties=species:S:1:pos:R:3 method="wB97M-V/def2-TZVPD" e_tot_ev=-9374.197 gap_ev=10.482 smiles="C#CC(=O)[C@@H](C)O" e_homo_ev=-10.42
C 1.71 0.18 0.06
C 0.33 0.49 -0.51
O 0.40 0.63 -1.90
C -0.71 -0.57 -0.20
O -1.46 -0.97 -1.07
C -1.01 -0.91 1.18
C -1.98 -0.62 1.85
H 2.41 0.91 -0.35
H 2.04 -0.82 -0.21
H 1.71 0.28 1.15
H -0.05 1.41 -0.03
H -0.47 0.32 -2.22
H -2.92 -0.32 2.24

---

Entry 8:
13
Properties=species:S:1:pos:R:3 method="wB97M-V/def2-TZVPD" e_tot_ev=-9374.206 gap_ev=10.899 smiles=C#C[C@H]1CO[C@H]1O e_homo_ev=-10.00
O -1.82 0.18 -0.06
C -1.05 -0.98 0.26
C 0.16 -0.43 -0.53
C -0.68 0.87 -0.55
O -0.18 1.81 0.34
C 1.46 -0.41 0.11
C 2.55 -0.45 0.63
H -0.91 2.39 0.58
H -0.88 -1.09 1.33
H -1.50 -1.89 -0.15
H 0.23 -0.87 -1.53
H -0.89 1.31 -1.53
H 3.51 -0.45 1.10

---

Entry 9:
13
Properties=species:S:1:pos:R:3 method="wB97M-V/def2-TZVPD" e_tot_ev=-9372.879 gap_ev="8.264 / 8.213" e_homo_ev="-8.22 / -8.18"
C 1.85 1.10 0.25
C 1.89 -1.13 0.00
C 0.96 -0.03 0.01
C 0.19 0.13 -1.37
C 0.10 -0.29 1.26
O 3.06 1.04 0.16
O 3.05 -1.02 0.03
H -0.02 -0.86 -1.89
H 0.61 0.91 -1.84
H -0.87 0.43 -1.10
H -0.71 -1.07 0.88
H -0.44 0.50 1.58
H 0.68 -0.66 2.11

---

Entry 10:
13
Properties=species:S:1:pos:R:3 method="wB97M-V/def2-TZVPD" e_tot_ev=-9370.187 gap_ev=9.873 smiles="C1=CO[C@H]2C[C@@H]2O1" e_homo_ev=-8.89
C 1.87 -0.16 0.06
C 0.48 -0.69 0.20
C -1.59 -0.66 -0.04
C -1.45 0.60 0.00
C 0.72 0.74 -0.30
H 2.34 -0.03 1.00
H 2.46 -0.10 -0.86
H 0.42 -0.86 1.39
H -2.70 -1.04 0.21
H -2.48 1.24 -0.17
H 0.78 0.86 -1.43
O -0.42 -1.42 -0.24
O -0.41 1.50 0.18

---

Entry 11:
14
Properties=species:S:1:pos:R:3 method="wB97M-V/def2-TZVPD" e_tot_ev=-20211.201 gap_ev=9.276 smiles="CSC1=CCOC1=O" e_homo_ev=-8.64
C -0.81 -0.72 -0.01
C -1.34 0.50 -0.10
C -2.87 0.30 -0.01
C -1.88 -1.78 0.07
C 1.09 2.13 0.14
O -3.69 1.19 -0.04
O -3.12 -0.96 0.19
S -0.71 2.07 -0.23
H 0.28 -1.11 -0.13
H -1.95 -2.28 -0.95
H -1.73 -2.31 1.09
H 1.61 1.37 -0.48
H 1.22 2.21 1.21
H 1.29 3.11 -0.40

---

Entry 12:
14
Properties=species:S:1:pos:R:3 method="wB97M-V/def2-TZVPD" e_tot_ev=-20210.167 gap_ev=8.493 smiles="O=C[C@@]1(C=S)CCO1" e_homo_ev=-9.25
C 1.01 -0.87 -0.21
C -0.29 -0.14 -0.13
C -1.16 -0.41 1.12
C -2.21 -0.88 0.10
C -0.17 1.34 -0.47
H 0.91 -1.93 -0.49
H -0.77 -1.18 1.77
H -1.38 0.47 1.67
H -3.06 -0.21 0.01
H -2.53 -1.91 0.19
H 0.30 1.57 -1.44
O -1.30 -0.70 -1.00
O -0.65 2.23 0.20
S 2.44 -0.21 0.14